DFT (the ωB97M-V functional and the def2-TZVPD basis) results for a single CH4N6O molecule in a non-equilibrium geometry.

The geometry in XYZ format:
```
12
Properties=species:S:1:pos:R:3:forces:R:3
C 0.1360 -0.8880 -0.0795 -1.3 -1.5 -0.4
H -1.6676 0.5378 -0.1996 -0.7 -0.3 -0.1
H -2.8961 -0.5919 0.0467 -0.4 -0.2 0.2
H 0.3205 2.2302 -0.0681 0.1 0.2 0.4
H 0.8177 1.2763 1.2507 -0.7 0.2 -0.9
N -2.0187 -0.4082 -0.3912 0.9 0.7 -0.1
N -1.0836 -1.3367 -0.0290 2.1 1.1 0.2
N 1.2766 -1.6932 0.2135 -0.4 0.4 -0.1
N 2.2928 -1.0647 -0.0391 0.1 -0.3 0.1
N 0.6061 0.3805 -0.5428 -0.9 -0.7 0.3
N 0.2143 1.3386 0.3967 0.6 0.5 0.8
O 2.0018 0.2194 -0.5583 0.4 0.0 -0.1
```
Positions in Å, forces in eV/Å.

energy: -12084.7871 eV
energy relative to the best compared isomer or geometry (same formula, charge and spin): 208.0 kJ/mol
frontier orbital gap: 8.91 eV

---

DFT (the ωB97M-V functional and the def2-TZVPD basis) results for a single C17H25NO3 molecule.

The geometry in XYZ format:
```
46
Properties=species:S:1:pos:R:3:forces:R:3
C -5.4068 -0.8455 1.8912 -0.1 0.1 -0.1
C -5.8171 -0.7681 0.4198 0.0 -0.2 0.0
C -4.6419 -1.0994 -0.4772 -0.5 0.0 0.0
O -4.5989 -2.1427 -1.0942 0.0 0.0 0.1
C -3.5303 -0.1227 -0.5447 0.5 0.1 -0.2
C -2.3314 -0.5447 -1.1181 -0.3 0.0 0.2
C -1.2415 0.2932 -1.2260 0.4 0.2 -0.1
C -1.3255 1.6024 -0.7589 -0.5 0.0 0.1
C -2.5311 2.0385 -0.1969 0.3 0.1 -0.1
C -3.6125 1.1953 -0.0906 0.0 -0.2 -0.1
H -4.5257 1.5789 0.3359 -0.1 0.0 0.1
H -2.5906 3.0607 0.1442 0.0 0.1 0.0
O -0.3558 2.5492 -0.8193 -0.2 0.1 0.1
C 0.9827 2.2462 -1.1668 0.8 0.0 0.1
C 1.8619 2.2188 0.0989 -0.3 -0.5 -0.2
O 1.7906 3.4641 0.7498 -0.1 0.4 0.2
H 0.8565 3.6809 0.8657 0.1 0.0 0.0
C 1.4730 1.0762 1.0717 0.1 0.4 -0.1
N 1.8052 -0.2697 0.6854 -0.3 -0.1 -0.1
H 1.2967 -0.5699 -0.1372 0.0 -0.1 0.1
C 3.2043 -0.6276 0.5928 -0.1 -0.2 0.0
C 3.3785 -2.1329 0.8744 0.3 0.1 0.0
C 4.5853 -2.5484 0.0426 -0.2 -0.1 0.0
C 4.3831 -1.7694 -1.2535 0.2 0.0 0.0
H 5.2926 -1.6975 -1.8483 0.0 0.0 -0.1
H 3.6192 -2.2619 -1.8577 0.0 0.0 -0.1
C 3.8862 -0.3977 -0.7858 0.1 0.0 0.0
H 3.1900 0.0366 -1.5044 0.0 0.1 0.0
H 4.7248 0.2909 -0.6802 0.0 0.1 -0.1
H 4.6345 -3.6242 -0.1177 0.1 0.0 0.0
H 5.5064 -2.2273 0.5313 0.1 0.0 0.0
H 3.5019 -2.3336 1.9361 -0.1 0.0 0.1
H 2.4863 -2.6582 0.5313 -0.1 0.0 0.0
H 3.7275 -0.0507 1.3603 0.0 0.0 0.0
H 1.9761 1.2849 2.0209 -0.1 0.1 0.0
H 0.3932 1.1134 1.2527 0.1 0.1 0.1
H 2.9082 2.1033 -0.2002 -0.1 -0.1 -0.1
H 1.0721 1.3146 -1.7268 0.0 0.0 0.0
H 1.3161 3.0710 -1.8052 0.0 -0.2 0.1
H -0.3442 -0.0854 -1.6904 0.1 0.0 0.0
H -2.2721 -1.5597 -1.4819 0.0 -0.1 0.0
H -6.2012 0.2254 0.1853 0.0 0.0 0.0
H -6.6035 -1.4986 0.2222 0.1 0.1 -0.1
H -6.2596 -0.6232 2.5286 0.0 0.0 0.1
H -4.6106 -0.1391 2.1140 0.0 0.0 0.1
H -5.0524 -1.8461 2.1274 0.0 -0.1 0.1
```
Positions in Å, forces in eV/Å.

energy: -25666.9603 eV
energy relative to the best compared isomer or geometry (same formula, charge and spin): 212.9 kJ/mol
frontier orbital gap: 9.01 eV

---

DFT (the ωB97M-V functional and the def2-TZVPD basis) results for a single C3H3BrCl2 molecule in a non-equilibrium geometry.

The geometry in XYZ format:
```
9
Properties=species:S:1:pos:R:3:forces:R:3
C -0.1782 -0.8756 -0.3520 -1.4 -0.2 0.3
C -0.7140 0.5360 0.0816 -0.6 -2.4 3.1
C 0.7459 0.1524 0.1221 0.8 1.1 0.6
Cl -1.2834 1.7343 -0.9554 -0.5 0.8 -0.7
Cl 1.8292 1.1296 -0.9196 -0.6 -0.9 0.3
Br 1.6052 -0.2709 1.8002 0.0 0.3 0.0
H -0.5248 -1.5425 0.4876 0.8 0.2 -1.4
H -0.1532 -1.2696 -1.3750 -0.1 0.4 0.5
H -1.3266 0.4063 1.1105 1.6 0.8 -2.6
```
Positions in Å, forces in eV/Å.

energy: -98245.4003 eV
energy relative to the best compared isomer or geometry (same formula, charge and spin): 52.7 kJ/mol
frontier orbital gap: 10.76 eV